C35H24Cl6MnN6O6S2 | ωB97M-V/def2-TZVPD

Output
net charge	-2
orbital gap (spin up / spin down)	5.471 / 4.960	eV
expectation value of S²	9.02
multiplicity	6
energy above the lowest of the compared OMol25 structures with the same formula, charge and spin	546.0	kcal per mole

Positions of all 80 atoms, in Å:
Mn -0.365 -0.209 0.607
C 6.012 2.057 -2.884
C 4.642 2.201 -2.262
C 4.442 1.992 -0.938
C 3.116 2.107 -0.229
C 1.998 2.376 -1.245
C 2.247 2.598 -2.575
C 3.545 2.557 -3.095
S 0.242 2.293 -0.876
O -0.461 1.214 -1.569
O -0.198 3.632 -1.214
N -0.048 1.869 0.645
C 0.574 2.513 1.695
C 0.914 3.849 1.708
C 1.658 4.386 2.777
C 2.102 3.600 3.799
C 1.759 2.226 3.830
C 2.208 1.346 4.835
C 1.840 0.033 4.793
C 0.967 -0.392 3.778
N 0.514 0.393 2.834
C 0.941 1.688 2.813
H 6.699 1.580 -2.186
H 6.417 3.039 -3.147
H 5.959 1.458 -3.796
H 5.251 1.668 -0.292
H 3.180 3.048 0.403
H 1.404 2.770 -3.237
H 3.714 2.733 -4.151
H 0.624 4.459 0.864
H 1.908 5.441 2.766
H 2.729 4.005 4.586
H 2.849 1.728 5.622
H 2.176 -0.676 5.538
H 0.604 -1.416 3.766
Cl -1.596 -3.522 2.341
C -0.323 -3.457 1.157
C 0.064 -2.295 0.655
C 2.026 -2.814 -0.235
Cl 1.884 -0.654 -1.554
C 1.990 -4.035 -1.094
Cl 3.109 -4.240 -2.346
C 1.347 -5.022 -0.365
Cl 1.686 -6.676 -0.737
C 0.360 -4.760 0.743
Cl -0.055 -6.134 1.690
S -0.822 -2.629 -2.503
C -3.012 -0.075 -1.722
N -3.280 0.054 -2.927
N -3.333 -0.949 -3.893
C -3.482 -2.295 -3.575
C -2.959 -3.264 -4.436
C -3.169 -4.611 -4.186
C -3.908 -5.017 -3.084
C -4.439 -4.053 -2.235
C -4.239 -2.706 -2.473
N -3.139 -0.070 -0.521
N -2.361 0.210 0.587
C -3.031 1.072 1.432
C -4.206 1.756 1.072
C -4.822 2.612 1.973
C -4.306 2.816 3.244
C -3.155 2.127 3.616
C -2.540 1.260 2.738
H -2.646 -0.758 -4.606
H -2.358 -2.950 -5.282
H -2.729 -5.348 -4.847
H -4.048 -6.070 -2.877
H -5.002 -4.357 -1.361
H -4.638 -1.968 -1.792
H -4.618 1.618 0.083
H -5.724 3.134 1.671
H -4.798 3.490 3.935
H -2.744 2.263 4.611
H -1.674 0.678 3.010
O 2.916 -3.030 0.564
Cl 1.013 -1.679 -0.345
O 2.904 1.104 0.632
O 0.180 -2.066 -1.352
O 1.519 -0.854 0.631